# 1
DFT (the ωB97M-V functional and the def2-TZVPD basis) results for a structure of composition C36H70BClI2N3O15S.

- LUMO energy: -3.45 eV
- HOMO: -10.7 eV

The geometry in ORCA input format:
```
! wB97M-V def2-TZVPD RIJCOSX def2/J DEFGRID3
* xyz 1 1
C 3.84857 4.28488 -5.41702
C 3.79889 3.29482 -4.30825
C 3.28468 1.70949 -4.48098
C 3.64970 0.77641 -3.13588
C 2.23145 0.09525 -2.68008
S 1.13503 1.48209 -2.09261
C -0.21719 1.95016 -3.37413
O 1.87353 2.86830 -1.87338
O 0.36058 1.40459 -0.78784
C 2.25178 -1.33137 -1.87659
C 1.48904 -1.42563 -0.43775
C -0.11827 -1.68601 -0.40240
O -0.51456 -2.45319 0.66325
N -1.26242 -1.10918 -1.11012
C -2.28828 -0.38860 -0.29825
C -1.40846 -1.12571 -2.55360
O 1.50722 -2.30292 -2.62855
C 1.65169 -3.67816 -2.60662
C 0.74095 -4.68001 -1.65696
C -0.86996 -4.60994 -1.92980
O 1.16079 -4.76596 -0.25512
C 3.86613 -1.66198 -1.59326
C 4.43306 -1.04396 -0.18219
C 4.17771 0.48892 0.21341
C 3.70759 0.50620 1.82647
Cl 2.90874 2.15894 2.27921
C 4.84061 -1.49323 -2.89622
I 6.85631 -2.35006 -2.38834
B 4.50640 -2.48252 -4.21129
O 5.45761 -3.54936 -4.69892
N 3.27933 -2.40474 -5.10861
C 3.57742 -1.65349 -6.42581
C 3.09156 -3.82472 -5.70108
N 4.84703 -0.09121 -3.42302
C 6.19637 0.65887 -3.36235
C 6.73179 1.15830 -1.93815
C 8.26717 1.78436 -2.10706
I 9.79752 0.28634 -2.55479
H 3.70616 5.43052 -5.14964
H 4.08408 4.02672 -6.53623
H 4.16834 3.66281 -3.23548
H 2.14883 1.69049 -4.76114
H 3.83725 1.37545 -5.46045
H 4.03961 1.58181 -2.34485
H 1.74018 -0.18631 -3.74386
H -0.05989 3.07413 -3.74298
H 0.01082 1.27968 -4.30425
H -1.29723 1.84577 -2.93553
H 1.65421 -0.53121 0.29813
H 1.99847 -2.35494 0.11681
H -3.00652 0.32711 -0.92828
H -1.82395 0.17386 0.64531
H -3.01171 -1.21536 0.16943
H -2.30850 -0.40120 -2.86154
H -1.75714 -2.19375 -2.95862
H -0.51452 -0.80674 -3.23720
H 1.27840 -4.06252 -3.68385
H 2.73744 -4.17313 -2.53380
H 1.03692 -5.76064 -2.08921
H -1.01133 -4.24266 -3.05211
H -1.29076 -5.72616 -1.91937
H -1.50051 -4.01688 -1.15177
H 0.39978 -4.92864 0.37475
H 3.93794 -2.83380 -1.35114
H 3.98312 -1.71832 0.69926
H 5.60372 -1.20308 -0.00863
H 5.13553 1.19927 0.26156
H 3.35369 1.08667 -0.34125
H 4.67723 0.38649 2.47011
H 2.89809 -0.30062 2.06907
H 5.32213 -4.37472 -4.11348
H 3.29699 -0.52007 -6.38202
H 2.84137 -2.13952 -7.23043
H 4.66353 -1.87492 -6.82974
H 3.77516 -4.02198 -6.62900
H 1.97375 -3.80691 -6.12139
H 3.10612 -4.66076 -4.88277
H 4.82393 -0.21722 -4.48677
H 5.99529 1.66266 -3.98475
H 6.98957 0.11453 -4.07210
H 6.06989 2.08913 -1.59023
H 6.69040 0.39936 -1.04129
H 8.57828 2.32559 -1.10429
H 8.22300 2.51396 -3.03657
C -3.36239 1.59124 3.57772
C -3.74389 0.23506 4.14350
O -5.08332 0.25837 4.65108
C -6.06413 0.13017 3.72281
O -5.90196 -0.00927 2.52061
O -7.25971 0.20723 4.35925
C -8.38367 0.15829 3.48324
H -3.53361 2.37954 4.31779
H -2.31032 1.60555 3.27983
H -3.97178 1.83926 2.70291
H -3.08798 -0.00414 4.98774
H -3.61723 -0.56270 3.40238
H -8.33758 -0.71447 2.82377
H -8.44048 1.08190 2.89859
H -9.28700 0.07881 4.09422
C 2.84488 -1.42132 8.43737
C 3.64840 -0.24304 8.95781
O 4.49511 0.28428 7.92958
C 3.89071 1.10941 7.03853
O 2.71481 1.43838 7.04679
O 4.81501 1.48849 6.12071
C 4.29018 2.30673 5.07758
H 3.50567 -2.17118 7.99071
H 2.27225 -1.88728 9.24408
H 2.14620 -1.10766 7.65530
H 4.30418 -0.57985 9.76818
H 2.99985 0.53725 9.37285
H 3.75035 3.16964 5.48096
H 3.63879 1.71171 4.42970
H 5.12898 2.67558 4.48093
C -14.09423 3.95800 1.09494
C -14.10922 2.46618 1.37624
O -12.95044 2.08205 2.12586
C -13.01056 2.31894 3.46017
O -13.95236 2.81230 4.06070
O -11.83184 1.93378 4.01032
C -11.73458 2.19674 5.40835
H -13.15220 4.25126 0.62057
H -14.92426 4.23793 0.44036
H -14.17620 4.53496 2.02153
H -14.07151 1.91726 0.42890
H -15.02897 2.16021 1.88826
H -12.58614 1.77654 5.95334
H -11.65997 3.27520 5.58000
H -10.82209 1.72271 5.78021
*
```


# 2
DFT (the ωB97M-V functional and the def2-TZVPD basis) results for a structure of composition C36H71Br23NNbO3P.

- LUMO energy: 1.16 eV
- HOMO: -4.3 eV

The geometry in ORCA input format:
```
! wB97M-V def2-TZVPD RIJCOSX def2/J DEFGRID3
* xyz -1 1
O -1.24289 2.41030 -7.19860
C -1.57671 1.02127 -7.08829
C -0.87350 0.17864 -8.14349
C 0.62600 0.46461 -8.32320
C 1.55747 -0.62123 -7.66778
Nb 1.63963 -0.43158 -5.42070
C 2.79262 -2.36758 -5.00218
C 3.47673 -2.28133 -3.60424
C 4.75422 -3.11649 -3.48574
N 5.38923 -3.23602 -2.14278
C 4.81325 -2.43836 -1.05810
C 5.15637 -0.95652 -1.12345
C 6.06122 -0.50469 -2.04310
C 6.31274 0.84348 -2.09351
C 5.66174 1.69832 -1.25498
C 4.77213 1.23059 -0.32706
C 4.50360 -0.11056 -0.25505
O 3.58601 -0.59615 0.65911
P 1.21380 -0.00506 -2.90791
O -0.18039 -0.77863 -2.34944
Br 0.85509 2.23644 -2.67737
H -1.31455 2.80373 -6.32608
H -1.33493 0.69700 -6.07358
H -2.67032 0.92217 -7.18041
H -1.40592 0.36327 -9.08415
H -1.05999 -0.86468 -7.86741
H 0.84106 0.53342 -9.39946
H 0.88638 1.43602 -7.90644
H 1.05962 -1.57678 -7.88182
H 2.54740 -0.54648 -8.12687
H 0.00156 -1.30217 -5.40110
H 0.83708 1.21368 -5.61670
H 3.25365 0.48434 -5.40750
H 2.16595 -3.25748 -5.11406
H 3.61757 -2.33935 -5.73247
H 2.73368 -2.52884 -2.84158
H 3.77854 -1.23713 -3.49153
H 5.49068 -2.65320 -4.15850
H 4.57270 -4.10665 -3.92130
H 5.26334 -4.20182 -1.86317
H 5.29999 -2.78980 -0.13410
H 3.74464 -2.58649 -0.87731
H 6.54910 -1.20150 -2.70894
H 7.00715 1.22145 -2.83579
H 5.82164 2.77008 -1.29826
H 4.24604 1.88194 0.36367
H 4.03074 -0.56884 1.51956
H -0.56396 -0.17889 -1.69405
Br 4.43006 -6.59216 0.95178
C 2.78891 -5.89466 1.74059
C 2.67217 -4.41011 1.54222
Br 3.83558 -3.42878 2.75207
H 2.79332 -6.18658 2.78610
H 1.98113 -6.41037 1.22485
H 1.66549 -4.07122 1.77956
H 2.92913 -4.09413 0.53693
Br 1.55851 3.63238 2.32075
C 0.57845 4.48089 0.86592
C -0.89440 4.17929 0.94226
Br -1.26714 2.37299 0.33313
H 1.03168 4.14046 -0.06154
H 0.75575 5.54774 0.98644
H -1.45194 4.82945 0.27036
H -1.29971 4.26795 1.94552
Br 0.28641 -3.82861 4.62129
C -1.31936 -2.84693 4.13211
C -1.64721 -3.03378 2.67743
Br -0.45131 -1.97285 1.56162
H -1.14393 -1.80733 4.39398
H -2.10938 -3.24982 4.76388
H -2.65067 -2.67094 2.46085
H -1.56123 -4.06493 2.34712
Br -2.41809 -3.71274 -3.28077
C -3.80650 -3.63106 -1.92423
C -3.23317 -3.75182 -0.53826
Br -2.74339 -5.59420 -0.12026
H -4.52399 -4.41277 -2.15420
H -4.27612 -2.65778 -2.05429
H -3.97793 -3.47959 0.21011
H -2.33975 -3.14844 -0.39697
Br 8.43005 -11.29150 -1.44473
C 6.79820 -10.58017 -0.65467
C 6.69349 -9.09058 -0.83911
Br 7.86455 -8.13191 0.38366
H 6.79864 -10.87707 0.38907
H 5.98686 -11.08543 -1.17459
H 5.68849 -8.74870 -0.59853
H 6.95343 -8.76736 -1.84205
Br 6.15091 -0.50484 3.13680
C 5.08681 -0.46610 4.76620
C 5.91486 -0.80342 5.97625
Br 6.27082 -2.71359 6.08719
H 4.25493 -1.14891 4.61626
H 4.70855 0.55222 4.83512
H 5.37310 -0.55991 6.88797
H 6.87746 -0.30201 5.98303
Br -5.96870 -2.23081 1.10313
C -5.23173 -0.47232 0.69301
C -4.40090 0.05907 1.82816
Br -5.51093 0.71819 3.28465
H -6.06932 0.17061 0.44298
H -4.61319 -0.62193 -0.19043
H -3.82057 0.91963 1.50249
H -3.73424 -0.68370 2.25337
Br -0.35555 6.32569 -3.13038
C -0.47754 5.93368 -5.03677
C 0.73354 5.18324 -5.52719
Br 2.26678 6.36888 -5.72588
H -0.62764 6.88162 -5.54331
H -1.37077 5.32138 -5.14411
H 0.55381 4.77647 -6.52059
H 1.03738 4.37999 -4.86077
Br -5.73002 5.43074 2.63400
C -7.06695 5.44242 4.04561
C -7.92444 4.20888 3.99440
Br -9.24220 4.30311 2.56167
H -7.63268 6.36313 3.93868
H -6.49688 5.47635 4.97075
H -8.50399 4.11584 4.90700
H -7.35020 3.30093 3.83442
Br -5.62982 7.67335 6.11474
C -3.89280 7.43712 6.96297
C -3.43808 6.00411 6.89869
Br -4.37685 4.90780 8.20481
H -3.98209 7.80998 7.97821
H -3.21559 8.07843 6.40246
H -2.38577 5.92492 7.16320
H -3.59919 5.55037 5.92522
Br -10.61812 5.05844 10.15702
C -10.78195 4.76437 8.24055
C -9.57723 4.05327 7.68511
Br -8.05187 5.25352 7.51272
H -10.94632 5.73553 7.78490
H -11.67386 4.15280 8.12067
H -9.77965 3.69802 6.67599
H -9.25362 3.22014 8.30084
*
```


# 3
DFT (the ωB97M-V functional and the def2-TZVPD basis) results for a cluster of 12 separate species, C36H72O12 in total.

- SMILES string: CC(C)=O.CC(C)=O.CC(C)=O.CC(C)=O.CC(C)=O.CC(C)=O.CC(C)=O.CC(C)=O.CC(C)=O.CC(C)=O.CC(C)=O.CC(C)=O
- LUMO energy: 0.10 eV
- HOMO: -9.5 eV

The geometry in ORCA input format:
```
! wB97M-V def2-TZVPD RIJCOSX def2/J DEFGRID3
* xyz 0 1
C -1.16440 -1.38678 0.68073
C -1.12509 -0.02022 0.03564
C 0.27177 0.48976 -0.44659
O -2.15042 0.61052 -0.27390
H -0.83369 -2.04613 -0.12175
H -2.17838 -1.59700 1.02097
H -0.40736 -1.36708 1.46469
H 1.18840 -0.07293 -0.26978
H 0.48408 1.48156 -0.04740
H 0.23684 0.81531 -1.48625
C -2.76934 7.55656 -3.47436
C -2.53423 8.50002 -4.62228
C -2.51197 7.85562 -5.97957
O -2.24539 9.69061 -4.55927
H -2.33279 8.11182 -2.64418
H -2.35488 6.56110 -3.63369
H -3.84184 7.36916 -3.42218
H -1.51413 7.91898 -6.41364
H -3.19047 8.37345 -6.65751
H -2.70205 6.78345 -6.02880
C 7.41766 2.80041 3.28005
C 7.63500 4.03569 4.17571
C 6.59671 5.05466 4.09121
O 8.56886 4.17317 5.00448
H 8.16961 2.03086 3.45464
H 7.41652 2.84795 2.19109
H 6.42000 2.39315 3.44412
H 5.67921 4.52372 3.83742
H 6.89098 5.71755 3.27752
H 6.46045 5.63543 5.00349
C -1.31810 -3.95876 -6.11201
C 0.15008 -4.31165 -6.18525
C 0.99070 -4.04630 -4.98330
O 0.58121 -4.85281 -7.16680
H -1.54561 -2.89574 -6.03247
H -1.72940 -4.35642 -5.18423
H -1.94651 -4.40547 -6.88250
H 1.87077 -4.68888 -5.00966
H 0.45712 -4.22815 -4.05039
H 1.33075 -3.01789 -4.86148
C -4.48185 -4.27985 6.51758
C -5.76486 -3.61439 6.09376
C -6.78146 -4.35302 5.23890
O -5.97329 -2.41168 6.36020
H -3.70601 -3.51571 6.47001
H -4.23337 -5.15323 5.91463
H -4.47716 -4.53273 7.57783
H -6.86635 -5.39475 5.54823
H -6.58220 -4.29559 4.16881
H -7.80072 -3.96761 5.26492
C 2.13464 -10.29279 4.54486
C 2.51673 -8.82388 4.45876
C 1.81073 -8.01035 3.44327
O 3.46422 -8.35688 5.16030
H 2.34287 -10.74988 3.57748
H 1.05296 -10.40363 4.62097
H 2.49570 -10.90054 5.37453
H 2.43130 -7.13126 3.26954
H 0.89140 -7.69629 3.93754
H 1.55677 -8.40299 2.45867
C 1.33018 2.08817 -10.34642
C 1.43645 2.90099 -9.07926
C 2.46633 3.96504 -8.99633
O 0.68707 2.74055 -8.15623
H 0.52462 1.36909 -10.19778
H 2.29708 1.63437 -10.56386
H 1.08320 2.83580 -11.10018
H 1.92057 4.83691 -9.35702
H 3.28144 3.77374 -9.69424
H 2.84927 4.13453 -7.98998
C -6.29789 1.31141 -6.81909
C -7.03684 1.96843 -7.99679
C -6.25311 2.15904 -9.26560
O -8.11923 2.45541 -7.84050
H -5.92977 0.32545 -7.10276
H -6.95425 1.19557 -5.95660
H -5.39962 1.86170 -6.53915
H -6.75809 2.85337 -9.93717
H -6.21359 1.17994 -9.74298
H -5.21829 2.42957 -9.05566
C 4.31566 7.41923 -1.85391
C 5.68191 7.85265 -2.24665
C 6.17853 9.12898 -1.59825
O 6.25083 7.35390 -3.16418
H 3.69794 8.20249 -2.29327
H 4.14682 7.48357 -0.77900
H 4.15935 6.43315 -2.29131
H 6.31911 9.94764 -2.30404
H 7.03547 8.78929 -1.01658
H 5.47854 9.50756 -0.85340
C -3.87506 -10.78995 0.33854
C -4.70318 -9.49455 0.19516
C -6.08917 -9.60416 -0.45497
O -4.28964 -8.47841 0.71863
H -2.87003 -10.47141 0.61520
H -3.77154 -11.27265 -0.63325
H -4.34522 -11.46979 1.04906
H -6.91416 -9.20165 0.13279
H -6.31868 -10.66695 -0.53179
H -5.95886 -9.08404 -1.40396
C 5.90652 -1.33967 8.60635
C 4.57309 -1.72538 8.13294
C 3.73491 -2.40378 9.14667
O 3.99440 -1.14501 7.17761
H 5.97849 -0.25496 8.68575
H 6.72764 -1.67519 7.97286
H 6.26061 -1.57783 9.60935
H 2.90845 -1.70413 9.27149
H 4.30639 -2.51072 10.06866
H 3.29483 -3.32276 8.75951
C -0.96656 5.05029 5.99854
C -0.26107 4.78444 7.29788
C -0.90711 4.14318 8.46989
O 0.86747 5.14844 7.48366
H -1.58635 5.94507 5.94087
H -1.56337 4.18220 5.71863
H -0.20675 5.04799 5.21700
H -0.25712 3.41037 8.94803
H -1.78123 3.62620 8.07399
H -1.29812 4.92599 9.11982
*
```